1.
DFT (wB97M-V/def2-TZVPD) results for a 11-piece molecular cluster, C37H63F2N4O13 overall.

Element x y z (Å)
N 3.625 -1.587 1.576
C 3.376 -0.478 1.690
O 3.138 0.819 1.767
N 1.792 1.145 1.551
C 1.486 2.405 1.809
C 0.143 2.765 1.628
F -0.186 3.976 1.911
C -0.756 1.821 1.163
C -0.238 0.531 0.933
C -1.120 -0.606 0.412
O -0.678 -1.424 -0.317
N -2.486 -0.577 0.850
C -2.746 -0.218 2.163
O -3.686 0.358 2.568
F -1.723 -0.608 2.963
N 1.025 0.193 1.133
H 2.246 3.098 2.159
H -1.810 2.041 1.021
H -3.143 -0.130 0.216
C 3.203 4.743 5.882
C 2.326 4.898 4.679
O 1.967 3.928 4.027
C 1.917 6.290 4.302
H 3.431 3.692 6.043
H 4.130 5.295 5.721
H 2.705 5.141 6.767
H 2.811 6.882 4.100
H 1.372 6.754 5.126
H 1.284 6.273 3.417
C 3.455 -3.182 -1.600
C 4.333 -4.330 -2.045
O 5.097 -4.216 -2.973
C 4.198 -5.619 -1.275
H 3.644 -2.319 -2.237
H 2.403 -3.463 -1.675
H 3.676 -2.922 -0.564
H 3.173 -5.988 -1.336
H 4.438 -5.454 -0.223
H 4.874 -6.364 -1.688
C 5.625 -3.204 -8.283
C 4.499 -3.983 -7.653
O 3.798 -4.736 -8.287
C 4.267 -3.726 -6.184
H 5.685 -3.429 -9.344
H 5.445 -2.137 -8.162
H 6.575 -3.449 -7.804
H 4.077 -2.660 -6.043
H 5.138 -3.996 -5.587
H 3.409 -4.298 -5.836
C -6.181 -4.949 3.550
C -6.137 -3.582 2.930
O -6.967 -3.195 2.138
C -5.001 -2.674 3.352
H -7.039 -5.498 3.174
H -5.267 -5.499 3.317
H -6.268 -4.866 4.635
H -4.043 -3.134 3.100
H -5.031 -2.504 4.430
H -5.099 -1.723 2.835
C -8.967 -3.610 6.334
C -8.853 -5.075 6.684
O -7.944 -5.759 6.272
C -9.932 -5.642 7.572
H -8.139 -3.318 5.691
H -9.909 -3.422 5.815
H -8.952 -3.003 7.240
H -10.908 -5.523 7.097
H -9.952 -5.109 8.524
H -9.743 -6.697 7.751
C 5.031 1.245 -11.376
C 5.786 -0.031 -11.102
O 5.626 -0.664 -10.081
C 6.750 -0.490 -12.167
H 4.362 1.469 -10.548
H 5.731 2.071 -11.516
H 4.443 1.142 -12.289
H 7.512 0.273 -12.336
H 6.219 -0.653 -13.106
H 7.228 -1.416 -11.857
C -2.783 2.751 4.792
C -3.366 3.750 3.825
O -3.038 3.776 2.656
C -4.384 4.709 4.377
H -2.066 2.110 4.281
H -2.286 3.271 5.613
H -3.577 2.132 5.212
H -3.945 5.299 5.183
H -5.232 4.156 4.787
H -4.732 5.373 3.590
C -8.879 -0.439 3.748
C -7.980 0.722 4.090
O -8.088 1.339 5.124
C -6.921 1.078 3.072
H -9.591 -0.597 4.554
H -9.419 -0.234 2.822
H -8.289 -1.343 3.589
H -7.384 1.330 2.117
H -6.256 0.230 2.919
H -6.343 1.928 3.430
C 2.926 -0.255 -7.499
C 3.044 1.064 -8.222
O 2.294 1.376 -9.116
C 4.165 1.973 -7.775
H 2.103 -0.831 -7.915
H 3.853 -0.815 -7.627
H 2.754 -0.095 -6.433
H 5.124 1.466 -7.902
H 4.048 2.222 -6.718
H 4.155 2.887 -8.365
C 5.229 3.404 2.643
C 5.808 4.804 2.696
O 5.325 5.651 3.411
C 7.000 5.081 1.822
H 4.378 3.337 3.319
H 4.914 3.174 1.622
H 5.982 2.673 2.941
H 6.747 4.908 0.775
H 7.822 4.414 2.086
H 7.317 6.113 1.951

The value obtained for the strongest force on any atom is 0.017 Eh/bohr. The LUMO energy comes out at -5.471 eV. As for the total charge: +1. The value obtained for the orbital gap is 4.779 eV. The HOMO energy is -10.25 eV. The spin multiplicity is 1.



2.
DFT (wB97M-V/def2-TZVPD) results for an isolated ion of composition C4H10NO2 and charge -1 in a non-equilibrium geometry.

Element x y z (Å)
C 1.310 0.442 -0.498
C -0.052 0.316 -1.195
C -1.234 0.658 -0.296
O -2.123 1.618 -0.959
N 1.711 -0.800 0.167
C 1.033 -1.129 1.457
O -0.297 -1.162 1.403
H 2.096 0.570 -1.239
H 1.293 1.229 0.259
H -0.117 0.932 -2.095
H -0.192 -0.665 -1.597
H -1.799 -0.235 -0.055
H -0.904 1.131 0.577
H -3.029 1.387 -0.737
H 1.467 -1.557 -0.452
H 1.513 -2.115 1.699
H 1.444 -0.405 2.203

The value obtained for the strongest force on any atom is 0.033 Eh/bohr. The LUMO energy comes out at 3.789 eV. As for the total charge: -1. The value obtained for the orbital gap is 6.344 eV. Its energy relative to the best compared isomer or geometry (same formula, charge and spin) is 71.5 kcal/mol. The HOMO energy is -2.55 eV. The SMILES is [O-]CNCCCO. The spin multiplicity is 1.